81
Properties=species:S:1:pos:R:3 method="wB97M-V/def2-TZVPD" smiles="COc1ccc([C@@H]2CC(=O)Oc3c([C@H](CCN4CCOCC4)c4ccc(N(C)C)cc4)c(OC)cc(OC)c32)cc1" relative_energy_kj_mol=41.6 lumo_energy_ev=0.52 e_tot_ev=-50134.52289 orbital_gap_ev=7.735 e_homo_ev=-7.2 spin_multiplicity=1
C -3.39 -5.71 -3.12
H -4.21 -6.33 -2.75
O -3.35 -4.59 -2.27
C -2.40 -3.64 -2.49
C -1.46 -3.67 -3.51
C -0.53 -2.65 -3.63
C -0.51 -1.59 -2.74
C -1.46 -1.55 -1.73
C -2.40 -2.56 -1.61
H -3.13 -2.53 -0.82
H -1.49 -0.74 -1.02
C 0.60 -0.55 -2.86
C 0.29 0.70 -2.08
C 0.50 0.68 -0.71
C 0.11 1.72 0.12
C -0.43 2.86 -0.49
C -0.60 2.92 -1.87
C -0.27 1.83 -2.66
O -0.45 1.79 -4.01
C -1.03 2.90 -4.66
H -1.09 2.62 -5.71
H -2.04 3.10 -4.28
H -0.41 3.79 -4.55
H -1.01 3.81 -2.32
O -0.79 3.87 0.36
C -1.34 5.05 -0.18
H -1.54 5.69 0.67
H -0.65 5.55 -0.86
H -2.28 4.85 -0.71
C 0.12 1.56 1.63
C -0.76 0.35 1.91
C -0.29 -0.86 2.38
C -1.12 -1.96 2.47
C -2.46 -1.90 2.08
C -2.94 -0.66 1.65
C -2.10 0.43 1.57
H -2.50 1.37 1.21
H -3.97 -0.54 1.35
N -3.27 -3.02 2.18
C -2.76 -4.31 1.76
H -1.68 -4.28 1.64
H -3.02 -5.07 2.51
H -3.20 -4.61 0.80
C -4.69 -2.89 2.01
H -5.16 -3.80 2.41
H -5.00 -2.78 0.96
H -5.06 -2.04 2.58
H -0.71 -2.88 2.86
H 0.74 -0.97 2.68
C 1.54 1.47 2.19
H 2.06 0.62 1.74
C 2.32 2.76 1.90
N 3.73 2.75 2.25
C 4.54 1.84 1.47
C 6.01 2.16 1.75
O 6.31 2.03 3.12
C 5.49 2.87 3.89
C 4.01 2.57 3.66
H 3.39 3.26 4.24
H 3.80 1.54 3.99
H 5.76 2.69 4.94
H 5.69 3.92 3.63
H 6.67 1.46 1.23
H 6.23 3.19 1.42
H 4.33 1.99 0.41
H 4.36 0.78 1.72
H 1.86 3.59 2.44
H 2.26 2.98 0.83
H 1.48 1.31 3.27
H -0.36 2.45 2.05
O 1.05 -0.43 -0.10
C 1.71 -1.37 -0.79
O 2.14 -2.33 -0.21
C 1.89 -1.13 -2.27
H 2.17 -2.07 -2.75
H 2.71 -0.41 -2.40
H 0.74 -0.31 -3.91
H 0.20 -2.70 -4.42
H -1.43 -4.48 -4.22
H -3.59 -5.43 -4.15
H -2.46 -6.28 -3.07